1.
A 5-piece molecular cluster, C20H46INO14P2S overall. Source: OMol25; level of theory: ωB97M-V/def2-TZVPD.

```
85
Properties=species:S:1:pos:R:3
H 7.14030 5.26301 -3.32082
H 3.85473 -0.25636 7.00775
O 2.68234 -1.43169 0.54375
S -1.96578 -0.77439 -1.13961
O -4.44285 1.31014 -3.53774
C 5.45152 3.89996 -0.60449
H -8.16706 -0.44960 -0.12933
H -7.51165 1.74223 0.92303
O -6.23096 -2.24088 1.78962
C 3.41915 0.52143 6.37422
O 6.13374 2.47662 1.20902
O 7.51866 4.37430 -3.20662
C -4.51080 -2.33415 -0.18671
H 1.40500 -3.68693 0.00842
H 7.03440 2.44265 -3.67294
C 5.68129 3.78380 0.88814
C 3.11230 -0.09123 0.97672
H 6.42869 4.50741 1.22766
C -3.67971 -0.00217 -5.40204
H -6.25519 0.64989 1.98525
O -1.79442 -4.45949 2.63233
O -7.47449 -0.77197 -0.78576
H -2.30558 -6.72964 -1.52914
H -1.31415 -1.79341 1.02440
C 6.62321 3.44804 -3.80378
C -1.74247 -2.24186 0.00355
H -2.00509 -2.11352 3.93379
H 7.42201 3.72426 -5.78974
H 3.58991 2.25797 4.50661
P -3.12403 -3.33129 2.28816
H 3.68951 1.50090 6.78207
C -4.07871 1.37324 -4.90880
H -5.64633 2.14983 0.99539
H 5.77225 3.05693 -5.75174
I -4.78567 -3.00891 -2.29787
H 2.93917 0.76067 0.18668
P -6.07086 0.22585 -0.60691
H 0.71541 -0.61926 0.76285
H 1.22932 -1.12028 -1.07724
H -6.65200 -3.13043 -0.10574
C 4.76521 -0.14804 1.20164
H -5.52003 -4.16805 0.95859
H 6.06554 4.77869 -5.41155
H 5.02254 0.38644 2.23775
H 5.32897 0.40082 0.30973
O -3.58634 -0.37265 -1.41799
C 1.26705 -1.40872 0.05704
H -3.40043 0.02842 -6.45898
O 3.31832 1.39965 4.13844
H 4.98897 0.47174 4.88634
O -0.63980 -3.13514 -0.48550
H -3.58893 0.80797 0.74158
H 3.60834 -0.58608 4.53342
C -3.11220 -3.03731 0.40255
H 2.32789 0.44672 6.42216
H -4.50448 -0.71084 -5.27447
O -1.25923 0.50483 -0.59208
H 4.75097 3.96676 1.43406
C -4.46104 -0.71977 -0.24522
C 6.45629 3.76498 -5.27549
H 2.66377 0.25908 2.00558
H -4.93765 1.74810 -5.47335
H -3.62651 -1.54338 3.70065
H 5.66378 3.49937 -3.28000
H 5.09791 4.90078 -0.86790
H -2.83412 -0.39042 -4.82495
H 6.37531 3.69593 -1.15567
H -3.67075 0.98421 -3.04414
H 0.43109 -3.02170 1.47456
C -2.77396 -5.78342 -0.97472
O -3.91359 -0.11319 1.01466
O -1.26317 -1.15345 -2.50067
H 5.11880 -1.26258 1.18917
C -5.72908 -3.03323 0.64669
C -6.44371 1.26059 1.00527
C 3.89964 0.38519 4.94425
N -2.75138 -1.86673 3.23184
H 4.71244 3.16442 -0.93836
H -8.09949 -2.67940 1.87372
O -7.22247 -2.89203 2.33088
H -3.25485 2.08468 -5.02105
H 6.96457 2.32722 0.72588
H -1.85487 -4.70504 3.62244
C -3.04246 -4.53389 -0.34021
C 0.57803 -2.88325 0.30098
```

Spin multiplicity   1
DFT total energy   -3275.718625 hartree
Orbital gap   7.883 eV
E_LUMO   -0.52 eV
Molecular weight   745.50 g mol⁻¹
SMILES   C#C[C@@]1(P(N)O)[C@@H](OCCOCC)S(=O)(=O)O[C@@](O)(P(C)O)[C@]1(I)COO.CCO.CCO.CCO.CCO

=====

2.
C20H46MoN5Si3 as an isolated structure. Source: OMol25; level of theory: ωB97M-V/def2-TZVPD.

```
75
Properties=species:S:1:pos:R:3
C 0.93179 -0.72992 -0.38385
H 0.33472 3.14557 2.45062
H 3.47634 -1.27730 -2.37728
H 4.10388 1.10313 1.14316
C -1.57237 0.60529 -3.43400
H -0.42534 4.46585 0.33447
H -0.83062 3.13208 3.81371
H 0.16417 -1.32464 -4.33546
H -1.52784 -4.04181 -1.17197
Mo -0.54308 0.55125 0.62592
H -0.80769 -4.01115 1.35655
H 2.60323 -1.88913 2.26896
C -2.90130 0.93176 -3.57283
H -1.55574 3.77713 -0.85024
C -3.11632 0.21449 2.35890
H 2.23403 -3.91974 0.00401
C 3.36549 -1.66103 1.51987
Si 2.70855 -0.72968 -0.00204
C -2.64515 1.63534 2.75157
H -3.49156 2.38045 2.65641
C 1.89797 1.04413 -2.84847
H 1.02883 -4.76112 -1.21351
H -1.72841 -1.25316 2.47892
H 1.03883 -0.49423 2.81601
C -1.93666 3.25570 1.13976
Si 0.79926 -0.29636 -2.16392
H -3.35864 1.03406 -4.52259
C 1.51403 -3.78721 -0.88148
H -1.45856 -2.69370 -2.17932
H -2.17727 4.14601 1.73063
H 1.31961 1.52476 -3.64221
H 0.35682 -2.63240 -3.14490
C -3.08020 0.78683 -1.20190
H -2.91396 2.93860 0.72239
H 0.28333 2.38235 -1.19783
H 1.72458 -1.94564 -3.97339
H -0.63219 0.73890 4.13301
H -3.49735 -0.33277 3.26409
H 1.64043 0.91897 2.18518
H 4.85015 -0.71132 -1.32412
C -0.96460 0.39201 -2.20384
H -3.93028 0.33833 1.70636
C 3.92730 -1.25526 -1.40385
H -2.55178 -1.39386 1.15342
H -0.96177 0.42078 -4.32661
Si 0.22571 -2.56544 -0.26550
N 0.07766 2.49785 -0.20101
C 0.18491 1.27527 3.55303
H 4.13235 -2.33824 -1.33315
H 3.77733 -2.67952 1.22966
H 0.89978 -3.71635 1.65924
H 2.73168 0.54282 -3.34202
H 4.21890 -1.16839 2.02907
C 0.78967 -1.66189 -3.50386
C 3.32232 1.04363 0.38276
H -3.67906 0.66819 -0.30230
H 0.93861 1.54021 4.33812
H 2.22988 1.84248 -2.13534
N 0.77714 0.43986 2.47337
C -0.95550 3.55623 0.02855
C -0.41704 2.55714 2.96219
H -0.37659 -2.56060 2.27989
H -4.69424 1.51289 -2.50280
N -1.49573 2.10883 1.98926
H -2.30569 -2.53554 -0.64873
N -2.09285 -0.64478 1.71796
H 2.59665 1.72178 0.68345
H 0.96584 2.76940 0.22474
H 2.04966 -3.39776 -1.76744
C -3.67644 1.15918 -2.41395
C -0.08220 -3.22079 1.47881
N -1.75181 0.45424 -1.07093
C -1.41851 -2.92952 -1.15631
H 3.78469 1.50766 -0.49468
H -2.45179 1.49880 3.84962
```

Spin multiplicity   3
DFT total energy   -1999.218674 hartree
⟨S²⟩   2.08
Orbital gap (spin up / spin down)   6.154 / 7.341 eV
Charge   +3
E_LUMO (spin up / spin down)   -11.77 / -10.70 eV
Molecular weight   536.82 g mol⁻¹